(w)
Molecular formula: C3H7PS
Method: DFT, ωB97M-V/def2-TZVPD

- HOMO energy (alpha / beta): -8.63 / -8.93 eV
- HOMO-LUMO gap (alpha / beta): 7.305 / 6.984 eV
- Spin multiplicity: 1
- E_LUMO (alpha / beta): -1.33 / -1.95 eV
- Total charge: 0

XYZ file:
```
12
Properties=species:S:1:pos:R:3:mulliken_charge:R:1
C -0.760 -1.767 -0.332 -0.4082
C -0.737 0.666 0.695 -1.0437
C -0.045 -0.579 0.034 0.1064
P 1.700 -0.460 -0.455 -0.0573
S -2.294 -2.126 0.190 -0.2103
H -0.162 -2.464 -0.755 0.4069
H 0.030 1.370 1.044 0.3489
H -1.442 1.119 -0.041 0.3461
H -1.486 0.290 1.401 0.3373
H -0.009 0.494 -1.712 0.1031
H 2.499 -0.903 0.700 0.0574
H 1.898 0.843 -0.061 0.0133
```


(x)
Molecular formula: C3H7PS
Method: DFT, ωB97M-V/def2-TZVPD

- HOMO energy: -8.52 eV
- HOMO-LUMO gap: 8.880 eV
- SMILES: C#P.CSC
- Spin multiplicity: 1
- E_LUMO: 0.36 eV
- Total charge: 0

XYZ file:
```
12
Properties=species:S:1:pos:R:3:mulliken_charge:R:1
C -4.014 -0.219 0.493 -0.1294
P -4.440 -0.130 -1.006 -0.2846
H -3.568 -0.229 1.419 0.4250
C 2.471 0.678 -0.354 -0.9141
S 1.576 -0.783 -0.993 -0.0977
C 0.169 -0.628 0.173 -0.8093
H 1.679 1.379 -0.249 0.3104
H 3.141 1.153 -1.049 0.3255
H 3.182 0.444 0.432 0.2862
H -0.692 -0.323 -0.327 0.2933
H 0.504 0.174 0.725 0.2612
H -0.008 -1.517 0.735 0.3335
```


Energy ordering: (x) at the bottom, the next structure 2.322 eV above.